No. 1
Computed, not measured: a structure of composition C20H49FGaI2O6S6, with the ωB97M-V functional and the def2-TZVPD basis.

Last column: Löwdin charge in e.
Cartesian coordinates (Å):
H  4.47330  -8.13969  -0.48461  0.05
H  5.21801  -1.09702  -4.01130  0.07
H  -2.20718  6.21826  -4.76366  0.04
H  0.61661  -0.51900  1.38980  -0.03
H  -2.80188  -3.79804  0.11538  0.06
H  -1.47674  11.37196  -3.58977  0.05
H  -3.87042  -0.96304  7.17480  0.06
H  -0.35398  0.68919  2.26958  0.07
H  -0.51347  0.81266  4.81524  0.03
H  0.43993  -4.80570  -3.74035  0.03
H  -2.74133  0.28495  -2.02192  0.06
H  -0.04835  1.47155  -2.69975  0.07
H  0.85720  0.13030  -0.59910  0.04
H  -0.68320  5.09134  -1.41691  0.05
H  -0.93098  -0.91976  4.80886  0.05
H  -5.47038  -0.15809  5.46865  0.06
O  -3.17809  -2.60902  2.64733  -0.56
F  -0.61238  -1.25070  -0.89328  -0.18
C  -3.72909  0.00874  7.64735  -0.27
S  -2.05462  -3.54831  2.36160  0.79
H  1.98292  -0.05798  -3.93745  -0.03
H  -2.23911  10.81247  -2.07676  0.06
C  0.62267  -2.68229  -3.73565  -0.25
H  -2.97124  -5.35880  3.58213  0.04
C  4.25884  -2.15879  -2.40622  -0.92
H  7.79687  -8.08700  1.40317  0.04
H  -5.68412  1.53972  4.97192  0.05
S  1.13694  -0.50449  3.69457  0.78
H  4.32420  -6.44038  -1.02722  0.05
H  -1.32587  5.16919  -5.90820  0.05
O  1.50573  -1.94602  3.79587  -0.58
C  -0.12574  -0.19665  4.93140  -0.29
O  -2.87749  0.87949  5.31346  -0.54
H  0.20263  -2.60378  -4.74260  0.02
C  3.11534  -1.87618  -1.82194  -0.81
C  4.56274  -1.96199  -3.86627  -0.22
C  0.58250  -3.88613  -3.16894  -0.14
H  -0.92956  1.54413  -1.15370  0.09
H  6.40356  -9.05499  0.84861  0.05
C  -2.73013  -5.20757  2.53186  -0.28
H  0.70978  -4.00744  -2.09350  0.02
H  -2.74118  0.06181  8.10013  0.05
C  -5.46167  0.87807  5.80619  -0.27
H  -2.43154  4.43205  -4.71678  0.06
C  -1.83876  -3.59839  0.58632  -0.25
C  -1.73154  5.24706  -4.90164  -0.27
I  2.81282  -2.22167  0.22537  0.83
Ga  1.48085  -1.09722  -2.83170  0.36
C  -1.29314  11.01079  -2.58024  -0.27
H  4.19082  -6.82116  0.70556  0.06
O  7.06116  -7.40835  -1.31980  -0.56
O  -1.28121  8.47976  -3.32228  -0.56
C  -1.87885  0.33502  -2.69063  -0.11
H  -0.76521  -1.05619  2.36459  0.03
S  -0.35464  5.10801  -3.75626  0.79
H  0.20370  8.16862  -0.84089  0.05
H  -0.70466  11.74293  -2.02729  0.05
H  -2.14889  0.97988  -3.53493  0.06
H  3.64027  -1.78047  -4.42235  0.03
S  -3.81223  1.28941  6.38854  0.81
H  -1.11258  -4.37215  0.33656  0.06
H  0.25847  9.90582  -0.45044  0.05
H  -2.07765  4.38274  -2.27091  0.06
H  -3.63161  -5.29146  1.92440  0.05
H  -1.85147  6.17032  -2.23550  0.03
C  6.72805  -8.07566  1.20119  -0.28
I  5.97900  -2.95345  -1.40411  0.70
C  0.03953  -0.32708  2.29163  -0.27
H  -1.45683  -2.63063  0.26412  0.02
C  -0.63035  0.88718  -1.98375  -0.27
H  -1.98135  -5.93392  2.21618  0.05
C  0.25646  -0.23416  -1.44054  -0.38
C  -0.30362  9.12375  -0.96066  -0.27
H  -1.68557  -0.66141  -3.09613  0.06
S  -0.36286  9.47982  -2.71915  0.81
S  6.44095  -6.85238  -0.08770  0.75
H  -6.18250  1.03670  6.60875  0.05
H  -4.49314  0.19021  8.40367  0.05
H  0.33475  -0.30602  5.91296  0.05
O  0.14762  3.71549  -3.84239  -0.54
H  6.18424  -7.78831  2.10147  0.05
H  5.06049  -2.83828  -4.28815  0.05
C  -1.35587  5.19974  -2.26596  -0.27
H  -1.31999  9.05874  -0.57254  0.06
C  4.67199  -7.09768  -0.23254  -0.27

Summary:
- 2S+1: 1
- Total charge: -1
- Orbital gap: 6.5 eV
- HOMO level: -4.889 eV

=====

No. 2
Computed, not measured: a structure of composition C20H49FeO14 in a non-equilibrium geometry, with the ωB97M-V functional and the def2-TZVPD basis.

Last column: Mulliken spin population.
Cartesian coordinates (Å):
H  -2.31528  -4.81437  -2.73721  0.00
H  3.84161  -2.44682  0.18375  0.00
O  -6.37741  -3.75606  -1.87648  0.00
H  2.68778  2.81096  2.88508  0.00
O  -1.21483  3.61448  1.03406  0.00
C  1.65130  4.57421  -0.17008  0.00
H  2.54325  4.13384  -2.09931  0.00
O  -4.29150  0.08277  1.28800  0.08
H  2.61642  2.07547  1.30564  0.00
H  2.51781  -0.29786  -2.34893  0.00
H  -2.37891  -4.29688  -4.43064  0.00
H  5.75747  0.86500  -1.26201  0.00
O  5.11626  1.95417  3.50734  0.00
C  -0.04230  0.78738  -0.04517  0.01
H  3.26049  5.53230  -1.33606  0.00
C  -0.64613  -2.35984  4.06268  0.00
H  -3.88611  -4.50734  -3.38312  0.00
C  3.05626  1.96953  2.30258  0.00
C  -5.93351  -2.88443  -1.14504  0.00
O  -3.20871  0.79601  -3.30299  0.00
O  -5.19421  0.69429  -1.09504  0.06
H  4.83951  -0.44099  -3.04882  0.00
H  3.63651  3.91800  -0.77326  0.00
H  -6.13709  -1.19404  -2.54829  0.00
H  -1.37651  -0.40825  3.56503  0.00
H  -1.42451  2.61540  -1.96939  0.01
C  -1.46250  0.36901  -0.41679  0.04
C  4.03626  -2.22845  1.23401  0.00
H  -1.14351  2.87796  0.40930  0.00
H  -2.73221  0.96769  -2.47529  0.00
H  4.89820  2.71178  1.59178  0.00
C  3.28551  0.12056  -1.69880  0.00
H  -0.04038  1.34914  0.89185  0.00
C  -4.76482  -0.91629  0.61281  -0.03
H  0.71298  5.85312  -1.33807  0.00
C  2.81089  -1.75334  1.98542  0.00
H  0.40155  1.40045  -0.83619  0.00
H  -0.14201  -2.04183  4.98396  0.00
H  -1.83407  -0.18367  0.45531  -0.01
H  5.33408  -3.69512  1.55292  0.00
H  -3.25888  -1.00119  -3.81080  0.00
C  -5.30110  -0.55463  -0.76643  -0.02
O  0.48518  5.06463  -0.83593  0.00
H  2.53986  -0.80935  1.51105  0.00
C  4.55919  1.85732  2.19315  0.00
H  3.02320  0.03061  -0.64226  0.00
H  4.85765  0.91012  1.73940  0.00
H  -4.11654  0.66010  -2.99636  0.00
C  -4.90150  -2.17414  1.06871  0.03
C  -5.79122  -1.52823  -1.57692  0.02
H  6.05774  1.77040  3.45087  0.00
H  3.30756  1.20512  -1.85907  0.00
H  0.20652  -0.85011  2.78445  0.00
O  -5.60532  -4.35203  0.72007  0.01
H  -0.63123  3.92742  -1.91184  0.00
H  4.53241  -1.61249  -1.79478  0.00
H  -1.73867  -2.41291  -2.81090  0.00
C  4.62369  -0.54165  -1.97795  0.00
H  -3.36119  -2.60826  -2.12114  0.00
H  2.00615  -2.46383  1.80352  0.00
C  -5.48492  -3.22710  0.28127  0.00
H  2.64614  1.03229  2.67912  0.00
C  -2.84866  -4.18287  -3.45472  0.00
C  -2.76970  -2.72299  -3.03747  0.00
H  1.88174  5.14079  0.73577  0.00
C  -0.77701  -1.19163  3.10620  0.00
O  -1.96983  -2.82216  4.30613  0.00
H  3.09522  -1.67465  3.03112  0.00
H  4.89249  -1.56998  1.39046  0.00
O  4.43296  -3.49884  1.82122  0.00
O  -1.14306  3.37036  -2.51060  0.00
H  -4.55340  -2.43443  2.06124  0.00
Fe  -4.14616  1.78524  0.30299  3.74
O  -2.33991  1.47839  -0.57303  0.06
H  -0.04516  -3.18019  3.65538  0.00
H  1.40547  3.55895  0.13364  0.00
H  -2.02210  -3.24431  5.16595  0.00
O  5.65310  -0.08068  -1.11881  0.00
H  0.55360  -0.11102  0.13556  0.00
O  -3.26308  -1.92896  -4.09908  0.00
C  2.81851  4.55337  -1.12836  0.00
H  -1.34147  -1.55397  2.24481  0.00
H  -1.14136  4.40938  0.49589  0.00
H  -1.48454  -0.26985  -1.30606  0.00

Summary:
- 2S+1: 5
- Total charge: -1
- Orbital gap (alpha / beta): 6.3 / 6.3 eV
- HOMO level (alpha / beta): -4.879 / -4.860 eV

=====

No. 3
Computed, not measured: a cluster of 5 separate species, C20H49N12O7 in total in a non-equilibrium geometry, with the ωB97M-V functional and the def2-TZVPD basis.

Last column: Löwdin charge in e.
Cartesian coordinates (Å):
H  -5.48817  1.93956  -0.72329  0.10
H  2.23160  1.32393  -2.09842  0.09
H  0.99534  3.86772  -4.50844  0.12
H  -2.24268  3.66553  0.44815  0.12
C  7.72511  -3.35877  0.35664  -0.67
N  1.08423  -2.62691  -0.54448  0.16
H  8.70945  -4.50823  -0.99523  0.11
C  2.52323  3.36188  -1.39818  -0.20
H  -2.63360  2.04844  1.61573  0.10
H  -4.89924  1.07961  1.50750  0.16
H  1.90981  -3.06364  3.38952  0.04
O  7.66592  -2.35989  -0.34219  0.02
H  0.51855  -2.42478  4.19463  0.09
H  1.14567  -2.10289  -1.39646  0.09
H  6.84280  0.30659  -0.72968  0.09
C  -4.33328  -1.57137  1.25778  -0.06
H  3.41520  -4.36654  4.63385  0.09
H  -4.31405  2.99081  0.06939  0.08
H  -3.81256  1.91180  -1.24749  0.07
N  8.31693  -4.51094  -0.07270  0.15
H  3.89397  -1.79588  0.79714  0.10
H  3.11236  -1.12190  -0.58180  0.08
N  -1.03338  0.38027  -1.65032  0.18
C  1.71735  -3.45546  5.45137  -0.69
H  -1.02537  3.95666  -3.38513  0.14
H  4.84284  2.50516  -1.89458  0.12
H  -4.96629  -2.44598  1.08508  0.08
H  -9.23193  -3.70446  -1.06164  0.10
O  2.01031  -3.36973  1.37679  0.01
H  3.34176  3.88463  -0.89259  0.13
H  -4.54657  -1.70685  -1.62325  0.09
C  -0.19686  3.63662  -2.75080  -0.07
H  -5.64530  -0.47874  -0.01235  0.10
H  -1.56132  3.82959  2.86796  0.10
C  -4.45760  1.99533  -0.36612  -0.04
C  1.10842  3.40185  -3.52649  -0.16
H  2.63002  1.46401  -0.37724  0.11
N  3.10106  -1.76977  0.18331  0.18
N  -1.09617  2.37369  -0.73896  0.11
H  8.38904  -5.33867  0.48724  0.10
H  -3.80166  -0.13800  -1.86346  0.06
H  4.50565  0.85339  -2.42899  0.12
N  1.37478  -2.94276  4.23456  0.15
C  2.07127  -2.63145  0.40552  -0.66
N  7.21587  -3.39979  1.62785  0.15
C  -8.56821  -1.72293  -1.08045  -0.67
H  1.23501  2.33393  -3.70487  0.10
O  1.05038  -3.29027  6.45735  0.02
C  -3.91346  -0.95503  -1.14401  -0.06
H  -0.30162  2.24540  1.72329  0.13
C  -1.35846  1.07874  -0.56469  -0.39
O  4.92356  1.08520  -0.42112  -0.20
O  -1.75017  0.51475  0.52043  0.07
H  -0.04475  4.39691  -1.98646  0.11
H  3.16153  -4.58903  6.33499  0.10
N  -8.51061  -3.05776  -0.80478  0.16
H  5.51728  -0.75347  -1.25278  0.08
C  -0.31701  3.30138  1.43147  -0.22
C  -4.56811  -0.51653  0.17086  -0.38
C  2.32311  3.96951  -2.78879  -0.19
N  -0.58901  1.25482  -2.52161  0.14
H  -0.87435  4.39360  -0.36734  0.12
H  -2.92698  -1.40653  -0.99220  0.07
H  7.27539  -4.20929  2.21555  0.09
H  0.71161  3.59365  1.20795  0.12
O  -0.74507  4.15084  2.46624  -0.02
H  -2.78353  0.40145  2.23327  0.14
C  4.34400  1.56637  -1.61174  -0.23
H  -3.29470  -1.91606  1.28446  0.08
H  0.33164  -3.27819  -0.42208  0.10
C  -2.85714  1.01360  1.33449  -0.09
H  5.82387  -0.48166  0.48192  0.07
H  3.22366  3.80775  -3.38924  0.12
H  -9.75106  -0.32360  -1.95336  0.10
H  -4.59817  -1.20039  2.25499  0.09
C  2.85377  1.86412  -1.37219  -0.17
H  -7.70877  -3.39580  -0.30826  0.10
H  2.20150  5.05583  -2.70675  0.12
H  -10.42461  -1.91414  -2.01948  0.10
C  5.82153  -0.01289  -0.50265  -0.12
N  -9.68074  -1.30135  -1.74470  0.16
O  -7.67771  -0.94940  -0.75134  0.01
N  2.88064  -4.18626  5.46164  0.14
N  -0.62093  2.42670  -2.02017  -0.05
H  1.63161  3.56488  -0.78658  0.07
C  -1.19370  3.51164  0.18223  -0.05
H  6.84526  -2.55043  2.00801  0.09
C  -4.20895  0.89627  0.66876  -0.31

Summary:
- 2S+1: 1
- Total charge: +1
- Orbital gap: 7.5 eV
- HOMO level: -10.869 eV

=====

What E values result from the calculations? In sequence: -6251.8184 -3108.5193 -1975.0565 hartree.